Record 1
Formula: C43H75N15O2
Source: the OMol25 dataset
Level of theory: ωB97M-V with the def2-TZVPD basis set

Values from the calculation:
highest occupied orbital energy	-9.05	eV
frontier orbital gap	9.1	eV
ΔE to the lowest compared entry with this formula, charge and spin	0.0	kcal/mol

Each line ends with the Löwdin charge.
Atoms and positions in Å:
C (0.54991, -2.03445, -3.13256)  -0.11
C (-0.03747, -0.70561, -2.62765)  -0.25
C (0.83608, 0.49022, -3.00273)  -0.22
C (0.38757, 1.84253, -2.43416)  -0.20
C (-0.21752, 1.82317, -1.02682)  -0.19
C (0.67859, 1.14652, 0.02892)  -0.14
C (0.84276, 1.94218, 1.31881)  -0.29
O (1.59629, 1.20481, 2.27915)  -0.15
C (0.85541, 0.20356, 2.93215)  -0.11
C (1.54383, 3.30309, 1.20000)  -0.37
N (1.10656, 4.16530, 2.27972)  0.08
O (2.95274, 3.19341, 1.25915)  -0.09
C (3.64622, 3.05076, 0.02645)  -0.15
C (4.86050, 2.11480, 0.17522)  -0.29
C (6.16265, 2.91114, 0.07054)  -0.08
C (4.76231, 0.89857, -0.79813)  -0.39
C (6.04936, 0.56767, -1.55158)  -0.09
C (4.26194, -0.34167, -0.04663)  -0.06
H (1.04429, -2.58014, -2.32542)  0.07
H (1.31949, -1.84132, -3.88642)  0.06
H (-0.21044, -2.66873, -3.58581)  0.05
H (-0.17533, -0.75540, -1.54617)  0.07
H (-1.03303, -0.56743, -3.06517)  0.10
H (1.88211, 0.28735, -2.75692)  0.09
H (0.80793, 0.56470, -4.09625)  0.11
H (1.25374, 2.51568, -2.41010)  0.10
H (-0.32362, 2.29815, -3.13271)  0.09
H (-0.37563, 2.86950, -0.73297)  0.10
H (-1.21597, 1.37575, -1.03241)  0.09
H (1.65627, 0.89454, -0.39224)  0.11
H (0.21808, 0.19699, 0.30732)  0.06
H (-0.14822, 2.13075, 1.75419)  0.14
H (-0.04722, 0.62214, 3.40027)  0.08
H (1.49988, -0.21546, 3.70678)  0.09
H (0.54652, -0.60589, 2.26253)  0.07
H (1.27092, 3.77454, 0.24902)  0.14
H (1.76249, 4.06120, 3.04414)  0.08
H (1.15468, 5.13157, 1.98970)  0.07
H (2.96829, 2.69125, -0.75045)  0.10
H (3.98318, 4.04844, -0.29023)  0.13
H (4.79532, 1.71584, 1.19359)  0.14
H (6.10457, 3.80993, 0.68944)  0.07
H (6.36372, 3.22564, -0.95791)  0.08
H (7.01629, 2.31406, 0.40051)  0.08
H (4.03307, 1.15779, -1.57315)  0.09
H (6.81368, 0.13988, -0.89672)  0.08
H (5.81571, -0.18392, -2.31319)  0.08
H (6.45114, 1.43096, -2.08286)  0.05
H (3.85970, -1.09509, -0.73150)  0.08
H (5.08474, -0.79049, 0.51880)  0.08
H (3.47184, -0.08815, 0.66619)  0.06
C (6.61454, 2.27797, -5.26966)  -0.09
C (5.30756, 2.15268, -4.64122)  -0.27
N (4.29164, 2.05522, -4.11692)  0.15
H (6.95970, 3.30806, -5.20762)  0.08
H (7.34094, 1.64327, -4.76593)  0.05
H (6.55601, 1.98263, -6.31574)  0.08
C (-3.94298, 0.87597, 1.53118)  -0.06
C (-2.85900, 0.03402, 1.04927)  -0.25
N (-1.99883, -0.62730, 0.67440)  0.17
H (-4.87117, 0.30781, 1.56708)  0.08
H (-3.73474, 1.24032, 2.53472)  0.05
H (-4.07565, 1.72958, 0.86841)  0.09
C (-3.83966, -3.67259, 1.19139)  -0.09
C (-5.13475, -3.47186, 1.81345)  -0.26
N (-6.16105, -3.32614, 2.30887)  0.14
H (-3.26608, -2.74730, 1.17118)  0.03
H (-3.26987, -4.41112, 1.74993)  0.07
H (-3.96156, -4.04101, 0.17487)  0.08
C (-1.07933, -1.65126, 5.81313)  -0.06
C (-1.31446, -2.28302, 4.52494)  -0.27
N (-1.50819, -2.78112, 3.50990)  0.16
H (-0.57473, -0.69411, 5.69155)  0.08
H (-2.02243, -1.47479, 6.32914)  0.08
H (-0.46244, -2.28795, 6.44561)  0.08
C (-6.83212, -6.80544, 2.10074)  -0.06
C (-5.58425, -6.76821, 1.35421)  -0.28
N (-4.59975, -6.73890, 0.76535)  0.14
H (-6.81066, -7.61346, 2.83102)  0.07
H (-6.97823, -5.86066, 2.62270)  0.06
H (-7.67274, -6.96721, 1.42880)  0.09
C (-1.95431, -1.69550, -6.48885)  -0.07
C (-0.65529, -2.35200, -6.55759)  -0.29
N (0.37378, -2.85796, -6.57980)  0.14
H (-2.46762, -1.99044, -5.57524)  0.08
H (-1.82495, -0.61423, -6.48066)  0.07
H (-2.56205, -1.97888, -7.34614)  0.08
C (-2.55207, 4.61249, -4.40920)  -0.06
C (-2.75867, 3.22305, -4.79292)  -0.28
N (-2.90446, 2.12373, -5.08803)  0.14
H (-3.42402, 5.20683, -4.67529)  0.08
H (-2.39029, 4.67537, -3.33458)  0.08
H (-1.67863, 5.00991, -4.92259)  0.09
C (11.30965, 3.84649, -6.40281)  -0.07
C (10.44413, 2.94147, -5.65932)  -0.26
N (9.76743, 2.22707, -5.07073)  0.15
H (10.80263, 4.79594, -6.56279)  0.08
H (12.22519, 4.02450, -5.84233)  0.08
H (11.56140, 3.40909, -7.36688)  0.08
C (-8.15370, -1.76792, 4.41226)  -0.09
C (-8.44355, -0.93306, 5.56890)  -0.28
N (-8.67175, -0.27493, 6.48085)  0.13
H (-8.50019, -1.28499, 3.50097)  0.08
H (-7.08492, -1.94167, 4.31591)  0.05
H (-8.64949, -2.73165, 4.50867)  0.08
C (8.45103, 5.93096, 1.35390)  -0.08
C (8.56257, 6.34691, -0.03665)  -0.29
N (8.65047, 6.67452, -1.13205)  0.12
H (7.41830, 6.00603, 1.68985)  0.08
H (8.77161, 4.89654, 1.46389)  0.08
H (9.07003, 6.56294, 1.98795)  0.08
C (-1.88994, -5.02711, 7.35650)  -0.07
C (-2.24792, -4.14976, 8.45944)  -0.29
N (-2.52580, -3.43188, 9.30954)  0.13
H (-2.18565, -4.58428, 6.40578)  0.07
H (-0.81330, -5.19057, 7.33501)  0.09
H (-2.37470, -5.99682, 7.45127)  0.08
C (-5.54499, 1.00503, 7.10127)  -0.08
C (-5.32395, 1.34983, 5.70520)  -0.27
N (-5.14954, 1.62206, 4.60447)  0.14
H (-6.54732, 1.30334, 7.40279)  0.07
H (-5.46010, -0.07205, 7.23444)  0.08
H (-4.81008, 1.49866, 7.73440)  0.08
C (-5.20238, -10.54500, 4.18361)  -0.07
C (-6.45484, -10.17078, 4.82869)  -0.29
N (-7.44240, -9.86589, 5.32567)  0.13
H (-4.54963, -9.67761, 4.10340)  0.08
H (-4.69931, -11.31372, 4.76685)  0.08
H (-5.39948, -10.93155, 3.18552)  0.08
C (-4.49066, 2.33989, -8.32091)  -0.08
C (-4.50929, 3.32664, -9.39118)  -0.29
N (-4.52338, 4.10395, -10.23432)  0.12
H (-5.46434, 2.29170, -7.83689)  0.08
H (-4.24820, 1.35649, -8.71935)  0.08
H (-3.74571, 2.60052, -7.57180)  0.04


Record 2
Formula: C43H75N7O8
Source: the OMol25 dataset
Level of theory: ωB97M-V with the def2-TZVPD basis set

Values from the calculation:
highest occupied orbital energy	-9.21	eV
frontier orbital gap	9.2	eV
ΔE to the lowest compared entry with this formula, charge and spin	46.3	kcal/mol
structure (SMILES)	CNC(C)=O.CNC(C)=O.CNC(C)=O.CNC(C)=O.c1ccncc1.c1ccncc1.c1ccncc1.C1CCOC1.C1CCOC1.C1CCOC1.C1CCOC1

Each line ends with the Löwdin charge.
Atoms and positions in Å:
C (-2.57716, 25.61352, 10.23304)  -0.18
C (-2.93120, 24.79859, 11.41963)  -0.21
C (-3.81891, 25.63026, 12.23615)  -0.23
O (-3.56119, 26.96212, 11.80814)  -0.14
C (-3.30286, 26.94479, 10.39137)  -0.17
H (-2.88132, 25.11485, 9.31276)  0.11
H (-1.49536, 25.73180, 10.17122)  0.11
H (-2.06852, 24.61756, 12.06082)  0.11
H (-3.23344, 23.77396, 11.20313)  0.12
H (-3.76640, 25.43747, 13.30768)  0.13
H (-4.87028, 25.49796, 11.98075)  0.12
H (-2.61268, 27.75687, 10.16273)  0.12
H (-4.20224, 26.99737, 9.77782)  0.12
C (-1.22333, 16.19418, 10.97140)  -0.21
C (-0.94692, 16.17636, 9.53108)  -0.17
C (-0.29328, 14.77988, 9.30973)  -0.19
O (-0.00488, 14.28955, 10.61065)  -0.14
C (-1.03653, 14.77458, 11.47653)  -0.18
H (-2.24444, 16.50699, 11.18952)  0.11
H (-0.60125, 16.92055, 11.49438)  0.11
H (-0.33164, 16.93467, 9.04683)  0.11
H (-1.90065, 16.35874, 9.03585)  0.10
H (0.63512, 14.74463, 8.73969)  0.11
H (-0.90318, 14.10449, 8.70975)  0.11
H (-0.70069, 14.68999, 12.51005)  0.12
H (-1.95560, 14.20805, 11.32669)  0.12
C (7.16839, 21.39247, 1.85571)  -0.15
C (5.91964, 21.54786, 2.75626)  -0.17
C (4.92174, 20.49008, 2.22046)  -0.19
O (5.70370, 19.65063, 1.34900)  -0.15
C (7.07964, 19.89562, 1.58255)  -0.22
H (8.12457, 21.62327, 2.32534)  0.11
H (7.00010, 22.03564, 0.99193)  0.11
H (5.49153, 22.54929, 2.80048)  0.10
H (6.09495, 21.26654, 3.79464)  0.10
H (4.12528, 20.95602, 1.64024)  0.11
H (4.46523, 19.90956, 3.02213)  0.11
H (7.68304, 19.63235, 0.71381)  0.12
H (7.36451, 19.23358, 2.40026)  0.12
C (9.62075, 25.09151, 7.87869)  -0.17
C (10.34232, 26.02484, 8.85905)  -0.16
C (9.95763, 25.44652, 10.22384)  -0.15
O (8.94867, 24.39256, 9.94303)  -0.14
C (8.44345, 24.60777, 8.67762)  -0.27
H (10.24659, 24.25714, 7.56205)  0.11
H (9.45736, 25.66268, 6.96482)  0.11
H (9.96440, 27.04667, 8.82545)  0.11
H (11.40135, 25.93242, 8.61821)  0.11
H (9.41785, 26.18857, 10.81214)  0.11
H (10.72610, 25.08139, 10.90519)  0.11
H (7.57990, 25.27255, 8.69884)  0.12
H (7.99410, 23.70018, 8.27455)  0.12
C (-6.62398, 19.57259, 10.09787)  -0.01
C (-6.09570, 20.24680, 8.88199)  -0.55
O (-6.75431, 20.84211, 8.01523)  0.02
N (-4.76955, 20.03993, 8.66875)  0.00
C (-4.04616, 20.53689, 7.46960)  -0.06
H (-7.51911, 18.97007, 9.94357)  0.09
H (-6.97566, 20.31886, 10.81026)  0.09
H (-5.85172, 18.95414, 10.55529)  0.07
H (-4.24068, 19.64158, 9.43145)  0.12
H (-3.11336, 21.02197, 7.75713)  0.07
H (-4.60917, 21.27179, 6.89423)  0.08
H (-3.78226, 19.75627, 6.75609)  0.07
C (2.32210, 21.11838, 10.50240)  0.00
C (3.38468, 19.99132, 10.32516)  -0.55
O (4.19789, 20.05065, 9.41631)  0.03
N (3.33697, 18.94208, 11.15486)  0.00
C (4.18882, 17.78548, 11.08772)  -0.07
H (2.80943, 22.09251, 10.54321)  0.08
H (1.85868, 20.98220, 11.47954)  0.06
H (1.55522, 21.11494, 9.72782)  0.08
H (2.75646, 19.06245, 11.97255)  0.13
H (4.56010, 17.45283, 10.11839)  0.09
H (3.61441, 16.99562, 11.57175)  0.08
H (5.12459, 17.94403, 11.62371)  0.08
C (9.99010, 13.94278, 4.21816)  0.00
C (8.78771, 14.23831, 5.07058)  -0.60
O (8.95280, 14.33238, 6.28764)  0.02
N (7.61130, 14.36459, 4.48567)  0.01
C (6.43647, 14.88673, 5.22001)  -0.05
H (10.59474, 14.84492, 4.31115)  0.09
H (9.69521, 13.85125, 3.17281)  0.07
H (10.42365, 13.00199, 4.55736)  0.09
H (7.56270, 14.16225, 3.49734)  0.13
H (6.50794, 15.89835, 5.61954)  0.09
H (6.20403, 14.20807, 6.04068)  0.08
H (5.65830, 14.83415, 4.45858)  0.08
C (13.73990, 18.67139, 8.31555)  0.01
C (12.96805, 19.95063, 8.76611)  -0.53
O (13.52797, 20.96329, 9.20120)  -0.01
N (11.64330, 20.09137, 8.72107)  0.00
C (10.69455, 19.16747, 8.09424)  -0.08
H (14.18204, 18.90601, 7.34726)  0.08
H (13.16466, 17.74978, 8.22702)  0.07
H (14.54745, 18.50588, 9.02868)  0.08
H (11.34512, 21.00925, 9.01886)  0.14
H (10.50665, 18.26589, 8.67729)  0.08
H (10.93864, 18.82307, 7.08930)  0.08
H (9.78091, 19.75667, 8.01551)  0.08
N (1.06651, 19.28934, 15.98112)  0.05
C (0.53017, 20.32171, 16.73320)  -0.15
C (0.63453, 20.40107, 18.10943)  -0.09
C (1.32560, 19.40281, 18.79180)  -0.09
C (1.83703, 18.31044, 18.11929)  -0.08
C (1.66601, 18.28000, 16.73779)  -0.13
H (-0.05705, 21.08083, 16.23791)  0.09
H (0.18720, 21.16411, 18.72916)  0.10
H (1.48364, 19.45393, 19.85895)  0.10
H (2.36380, 17.50601, 18.61102)  0.10
H (2.04209, 17.43379, 16.18201)  0.09
N (-1.57144, 26.67744, 4.65398)  0.03
C (-0.55713, 25.89665, 5.14837)  -0.11
C (-0.42413, 24.56158, 4.66448)  -0.08
C (-1.31521, 24.07978, 3.73597)  -0.10
C (-2.34405, 24.91262, 3.30979)  -0.08
C (-2.41993, 26.25204, 3.69684)  -0.14
H (0.15118, 26.35250, 5.82432)  0.09
H (0.38670, 23.93642, 5.00816)  0.09
H (-1.26690, 23.06441, 3.37114)  0.10
H (-3.05830, 24.53207, 2.59463)  0.09
H (-3.21269, 26.96511, 3.52523)  0.10
N (5.91533, 12.43525, 13.88823)  0.04
C (5.85965, 12.19094, 12.52306)  -0.12
C (6.84481, 12.64413, 11.61678)  -0.08
C (8.00008, 13.30889, 12.05244)  -0.07
C (8.02417, 13.57195, 13.43071)  -0.08
C (7.00144, 13.12368, 14.29881)  -0.16
H (5.07781, 11.58546, 12.08885)  0.09
H (6.77414, 12.43334, 10.55992)  0.09
H (8.81996, 13.68782, 11.46033)  0.10
H (8.91886, 14.05785, 13.79103)  0.09
H (6.97503, 13.39553, 15.34370)  0.09